No. 1
Computed, not measured: one molecule with the formula C4H13N3 at a distorted geometry, with ωB97M-V/def2-TZVPD.

* E_HOMO: -8.11 eV
* gap between HOMO and LUMO: 9.291 eV
* electronic energy: -324.39485 a.u.
* SMILES: NCCCNCN

The geometry in ORCA input format:
```
! RIJCOSX wB97M-V def2-TZVPD def2/J DEFGRID3
* xyz 0 1
N -2.722 -1.142 0.589
C -1.656 -0.746 1.409
C -1.172 0.660 1.062
C -0.432 0.572 -0.274
N 1.040 0.321 -0.083
C 1.795 -0.032 -1.260
N 3.100 0.420 -1.362
H -3.330 -1.762 1.125
H -3.318 -0.484 0.118
H -0.689 -1.335 1.344
H -1.982 -0.838 2.474
H -0.339 0.782 1.829
H -2.051 1.325 1.040
H -0.639 -0.082 -1.089
H -0.575 1.574 -0.744
H 1.498 1.072 0.382
H 1.145 0.495 -1.961
H 1.818 -1.075 -1.490
H 3.621 0.013 -2.100
H 3.710 0.407 -0.548
*
```

***

No. 2
Computed, not measured: one molecule with the formula C4H13N3 at a distorted geometry, with ωB97M-V/def2-TZVPD.

* E_HOMO: -8.52 eV
* gap between HOMO and LUMO: 9.617 eV
* electronic energy: -324.41036 a.u.
* SMILES: C[C@@H](N)CNCN

The geometry in ORCA input format:
```
! RIJCOSX wB97M-V def2-TZVPD def2/J DEFGRID3
* xyz 0 1
C -0.914 -0.555 -2.081
C 0.455 -0.256 -1.570
N 1.241 0.764 -2.230
C 0.488 0.172 -0.016
N -0.536 -0.474 0.775
C -0.119 -0.591 2.182
N -0.472 0.701 2.810
H -0.847 -0.549 -3.114
H -1.299 -1.562 -1.795
H -1.669 0.236 -1.976
H 1.002 -1.303 -1.723
H 1.175 1.637 -1.670
H 0.826 0.960 -3.079
H 1.523 -0.196 0.382
H 0.484 1.234 -0.014
H -1.401 0.063 0.752
H 0.964 -0.763 2.304
H -0.661 -1.366 2.830
H 0.182 1.384 3.165
H -1.364 0.668 3.364
*
```

***

No. 3
Computed, not measured: a 2-piece molecular cluster, C4H13N3 overall at a distorted geometry, with ωB97M-V/def2-TZVPD.

* E_HOMO: -8.21 eV
* gap between HOMO and LUMO: 9.102 eV
* electronic energy: -324.35277 a.u.
* SMILES: C=CNN.CNC

The geometry in ORCA input format:
```
! RIJCOSX wB97M-V def2-TZVPD def2/J DEFGRID3
* xyz 0 1
C 1.388 1.803 -0.235
C 1.870 0.953 0.721
N 2.068 -0.353 0.392
N 1.653 -0.674 -0.906
H 1.238 2.832 0.058
H 0.531 1.532 -0.837
H 2.381 1.273 1.619
H 2.909 -0.801 0.745
H 1.934 -1.629 -1.113
H 1.917 0.313 -1.453
C -2.372 -0.131 -0.887
N -1.431 -1.032 -0.250
C -1.423 -0.898 1.194
H -2.215 0.931 -0.629
H -2.291 -0.232 -1.969
H -3.388 -0.403 -0.590
H -0.495 -0.851 -0.607
H -2.396 -1.200 1.590
H -0.664 -1.559 1.612
H -1.215 0.127 1.544
*
```

***

No. 4
Computed, not measured: one molecule with the formula C4H13N3O at a distorted geometry, with ωB97M-V/def2-TZVPD.

* E_HOMO: -8.97 eV
* gap between HOMO and LUMO: 9.833 eV
* electronic energy: -399.62774 a.u.
* SMILES: CC(C)(CN)N(N)O

The geometry in ORCA input format:
```
! RIJCOSX wB97M-V def2-TZVPD def2/J DEFGRID3
* xyz 0 1
C -0.440 1.410 0.629
C 0.201 0.296 -0.214
C 0.699 0.874 -1.554
C 1.427 -0.343 0.502
N 1.276 -0.626 1.933
N -0.788 -0.888 -0.522
N -1.913 -0.495 -1.296
O -1.266 -1.415 0.746
H -1.192 1.965 0.059
H -0.935 1.012 1.521
H 0.324 2.120 0.969
H 1.443 1.662 -1.385
H -0.115 1.322 -2.135
H 1.171 0.102 -2.171
H 2.318 0.282 0.376
H 1.579 -1.306 -0.034
H 0.357 -1.041 2.080
H 1.967 -1.316 2.217
H -2.557 0.062 -0.732
H -2.445 -1.312 -1.599
H -1.110 -2.367 0.610
*
```